Entry 1:
Here is a structure of composition C22H41BrNP3SeSm from the OMol25 dataset. Energies are from wB97M-V/def2-TZVPD.

Results
Calculated total energy in eV: -206099.83696
Largest force on an atom in eV Å⁻¹: 4.85
Spin multiplicity: 6
Molecular weight in g mol⁻¹: 721.7
Total charge: +3
HOMO (spin up / spin down) in eV: -16.390 / -16.406

```
70
C22H41BrNP3SeSm, DFT wB97M-V/def2-TZVPD
Sm -0.4710 -1.9495 -0.6907
P 0.1699 1.4533 1.1420
P -2.7103 0.2258 -0.5156
P 2.4666 -0.5008 -0.7531
H -1.3098 -3.5297 -4.9424
C -0.6289 -4.0070 -4.2745
C -0.5796 -3.6058 -2.9670
H -1.3958 -2.9345 -2.6648
C 0.3060 3.0783 0.2906
C -1.1826 1.7797 2.3466
C 1.6528 1.5100 2.2303
C -3.4462 -0.5758 -2.0061
C -4.1229 0.1118 0.6704
C -2.9658 1.9881 -1.0073
C 3.2158 -1.3609 -2.2088
C 3.6705 -1.0206 0.5291
C 3.2076 1.1723 -1.1215
H -0.1169 -4.8756 -4.6830
H 0.2064 -4.0114 -2.2853
H 0.3931 3.9043 1.0102
H -0.5655 3.2390 -0.3566
H 1.1850 3.0777 -0.3657
H -0.9825 2.6716 2.9528
H -1.3049 0.8974 2.9854
H -2.1356 1.8722 1.8148
H 1.5837 2.3264 2.9613
H 2.5654 1.6192 1.6320
H 1.7567 0.5501 2.7526
H -4.5026 -0.2887 -2.0636
H -3.4014 -1.6741 -1.9182
H -2.9305 -0.2361 -2.9156
H -5.0196 0.5999 0.2614
H -3.8586 0.5949 1.6171
H -4.3447 -0.9427 0.8675
H -4.0183 2.1436 -1.2714
H -2.3537 2.2259 -1.8850
H -2.7290 2.6730 -0.1875
H 4.2312 -0.9660 -2.3853
H 2.6343 -1.1874 -3.1263
H 3.2800 -2.4390 -2.0110
H 4.7054 -1.0228 0.1368
H 3.4232 -2.0452 0.8566
H 3.6444 -0.3444 1.4019
H 4.2306 1.0384 -1.5044
H 3.2720 1.8054 -0.2300
H 2.6256 1.6900 -1.8981
C -0.0558 0.4831 -4.7126
C -0.8477 -0.5207 -5.2769
C -0.6596 -0.8167 -6.6310
C 0.3098 -0.1527 -7.4024
C 1.1267 0.8428 -6.8238
C 0.9405 1.1406 -5.4627
Se 0.0385 0.9370 -2.7411
H 0.9250 -0.2822 -3.0648
H -1.5838 -1.0641 -4.6331
H -1.2832 -1.5997 -7.0365
H 0.4328 -0.4453 -8.4294
H 1.8658 1.3140 -7.4571
H 1.6379 1.8169 -4.9548
Br -1.1835 -6.2532 1.8556
C -0.6425 -4.4756 2.2483
C -0.5998 -4.0157 3.5657
C -0.2872 -2.6601 3.8075
C -0.0943 -1.7842 2.7527
N -0.1823 -2.2501 1.4777
C -0.3427 -3.5951 1.2066
H -0.7847 -4.6642 4.4154
H -0.1883 -2.2396 4.8077
H 0.1621 -0.7359 2.8512
H -0.2176 -3.9863 0.1651
```

Mulliken atomic charge list, values in e, 5 entries: 1.26, 0.95, 0.92, 0.76, 0.31

---

Entry 2:
Here is a structure of composition C22H41Cl3N3O4SiSm from the OMol25 dataset. Energies are from wB97M-V/def2-TZVPD.

Results
Calculated total energy in eV: -99495.62943
Relative energy (zero: lowest compared OMol25 entry of this formula, charge and spin) in kJ/mol: 186.0
Largest force on an atom in eV Å⁻¹: 2.65
Spin multiplicity: 6
Molecular weight in g mol⁻¹: 696.4
HOMO (spin up / spin down) in eV: -8.343 / -8.367

```
75
C22H41Cl3N3O4SiSm, DFT wB97M-V/def2-TZVPD
C 2.3632 -1.6933 -5.5668
C 1.1436 -1.4285 -4.7451
H 2.1064 -1.8184 -6.6141
H 2.8673 -2.6207 -5.2834
H 3.0644 -0.8414 -5.5250
C -0.0890 -1.7028 -5.2038
C -0.3369 -2.4007 -6.4800
H -0.9300 -1.0934 -4.8380
H 0.0193 -3.4278 -6.4098
H 0.0597 -1.9416 -7.3947
H -1.4120 -2.4229 -6.6171
Sm -0.0883 -0.4679 2.2559
Cl 1.5499 1.5425 1.0724
Cl 1.5386 -1.8953 3.8157
H 1.8653 0.8203 7.5794
H 3.5732 2.3459 6.3933
C 1.6310 0.3117 6.6325
C 3.3940 1.7009 5.5258
N 2.0304 1.1923 5.5180
H 0.5624 0.1079 6.5502
C 1.3101 1.3248 4.4052
O 0.1797 0.7565 4.2450
H 3.5024 2.2843 4.6073
H 1.7228 1.9213 3.5500
H 2.1887 -0.6332 6.5875
H 4.1455 0.8975 5.5531
H 0.1044 -3.5476 -1.3879
H -2.0872 -3.3084 -2.6678
C -0.5159 -4.0479 -0.6419
C -2.6583 -3.5472 -1.7410
N -1.7940 -3.3511 -0.5699
H -0.0508 -3.9952 0.3343
C -2.1627 -2.5513 0.4593
O -1.5299 -2.4174 1.5255
H -3.5567 -2.9019 -1.7040
H -3.0889 -1.9504 0.2460
H -0.6868 -5.0726 -0.9831
H -2.9740 -4.6066 -1.8186
O 1.9841 -1.2705 -2.3986
C 1.4114 -0.5727 -3.4975
C -0.8020 -0.7109 -2.4047
C 0.2037 0.1032 -2.9272
H -0.5694 -1.7414 -2.1359
C -2.0692 -0.1552 -2.2753
H 2.1376 0.1880 -3.8710
C 0.0952 1.4959 -2.8955
H -2.8595 -0.7634 -1.8508
C -2.2705 1.1765 -2.6056
C -1.1934 2.0236 -2.8627
H 0.9946 2.1254 -2.9907
H -3.2836 1.5532 -2.5772
H -1.3492 3.1039 -2.9500
Si 3.3328 -1.6157 -1.6346
Cl 0.6210 -1.2630 0.1353
C 3.0141 -3.1705 -0.5901
C 4.0890 -0.3536 -0.4601
C 4.4451 -2.0492 -3.0120
H 2.0849 -3.7309 -0.6804
H 3.1640 -3.0804 0.5002
H 3.7715 -3.9031 -0.8674
H 3.8925 -2.8564 -3.5040
H 5.4199 -2.3984 -2.6551
H 4.5471 -1.1852 -3.6694
H 3.7187 0.6828 -0.5705
H 5.1639 -0.3515 -0.7160
H 4.0767 -0.5760 0.6247
C -3.5757 2.2918 0.7451
C -2.1270 1.9562 0.8506
N -1.2733 2.8125 0.3098
O -1.7503 0.9113 1.4626
H -3.8644 2.9380 1.5857
H -4.1408 1.3614 0.7894
H -3.8337 2.8262 -0.1742
H -0.2642 2.6283 0.3923
H -1.6232 3.5990 -0.2282
```

Mulliken atomic charge list, values in e, 5 entries: -1.70, 0.50, 0.47, 0.22, 0.29

---

Entry 3:
Here is a structure of composition C22H41Cl3N3O5PbSi from the OMol25 dataset. Energies are from wB97M-V/def2-TZVPD.

Results
Calculated total energy in eV: -88885.25317
Relative energy (zero: lowest compared OMol25 entry of this formula, charge and spin) in kJ/mol: 90.8
Largest force on an atom in eV Å⁻¹: 3.69
Molecular weight in g mol⁻¹: 769.2
Total charge: -1
HOMO in eV: -5.291

```
76
C22H41Cl3N3O5PbSi, DFT wB97M-V/def2-TZVPD
C -1.7936 -1.9802 -5.2939
C -1.5105 -2.2042 -3.8360
H -1.9997 -2.9648 -5.7503
H -0.9319 -1.5724 -5.8535
H -2.6479 -1.3157 -5.4901
C -0.9859 -3.3815 -3.4914
C -0.6628 -4.5154 -4.3772
H -0.8168 -3.6123 -2.4348
H 0.1912 -4.3696 -5.0552
H -1.5343 -4.8021 -4.9812
H -0.4316 -5.3759 -3.7368
Pb 2.3458 2.0708 0.3146
Cl -0.7759 2.0870 0.8346
Cl 3.8169 3.2979 -1.5355
H 1.3953 5.8268 3.4046
H -1.7947 6.2338 2.1971
C 1.2466 5.4798 2.3735
C -1.0727 5.7829 1.4912
N -0.0973 4.9754 2.2011
H 1.9830 4.6967 2.1648
C -0.4251 3.8333 2.8300
O 0.3756 3.1412 3.4755
H -1.6291 5.1590 0.7719
H -1.4903 3.5754 2.7098
H 1.3827 6.3179 1.6865
H -0.5364 6.5884 0.9685
H 2.6173 -1.9261 -3.4264
H 1.8570 -3.7482 -1.9926
C 3.4515 -1.6637 -2.7668
C 2.7863 -3.6036 -1.4208
N 3.2031 -2.2149 -1.4548
H 3.5300 -0.5728 -2.6811
C 3.7360 -1.6080 -0.3473
O 4.2991 -0.5176 -0.3376
H 2.6122 -3.9421 -0.3912
H 3.6047 -2.2159 0.5805
H 4.3759 -2.0920 -3.1714
H 3.5496 -4.2548 -1.8808
O -0.9990 -0.0004 -2.8956
C -1.8454 -1.1385 -2.8028
C -0.4417 -1.7840 -0.8878
C -1.7277 -1.7260 -1.4147
H 0.3553 -1.2307 -1.3779
C -0.1952 -2.6505 0.1758
H -2.8857 -0.8249 -2.9076
C -2.8338 -2.2423 -0.7093
H 0.8098 -2.7237 0.5427
C -1.2654 -3.3956 0.7046
C -2.5896 -3.1528 0.3072
H -3.8503 -1.9724 -1.0456
H -1.0333 -4.0817 1.5129
H -3.4273 -3.6880 0.7731
Si -1.3325 1.4743 -3.5367
Cl 2.0347 0.6926 -1.5851
C 0.2279 2.5178 -3.8163
C -1.9945 2.5185 -2.1707
C -1.9133 1.2032 -5.2363
H 0.6136 2.8985 -2.8654
H -0.2450 3.3143 -4.4067
H 1.0302 2.0171 -4.3697
H -1.1066 0.5776 -5.6733
H -1.9827 2.1189 -5.8518
H -2.8803 0.6801 -5.1580
H -2.4196 1.9806 -1.3152
H -2.7078 3.1283 -2.7246
H -1.1580 3.1217 -1.7755
N -0.0217 0.3801 3.7738
C 0.0096 -0.4691 2.5681
C 1.4893 -0.4675 2.1942
O 2.2865 -0.4621 3.1632
O 1.7586 -0.4306 0.9617
H 0.8749 0.1224 4.2413
H -0.8323 0.1519 4.3279
H 0.0013 1.4229 3.5644
H -0.2403 -1.4994 2.8354
H -0.6554 -0.0913 1.7945
```

Mulliken atomic charge list, values in e, 5 entries: -1.75, 0.43, 0.40, 0.22, 0.34